# 1
{
  "formula": "C41H36N2O",
  "method": "wB97M-V/def2-TZVPD",
  "elements": ["C", "C", "C", "C", "C", "C", "C", "C", "C", "C", "C", "C", "O", "C", "C", "H", "H", "H", "H", "H", "H", "H", "H", "H", "H", "H", "C", "N", "C", "C", "C", "C", "C", "C", "C", "C", "C", "C", "C", "C", "C", "C", "C", "N", "C", "C", "C", "C", "C", "C", "C", "C", "C", "C", "C", "H", "H", "H", "H", "H", "H", "H", "H", "H", "H", "H", "H", "H", "H", "H", "H", "H", "H", "H", "H", "H", "H", "H", "H", "H"],
  "positions_angstrom": [[1.5225, 3.3529, 4.9294], [1.8818, 2.0037, 5.0511], [1.0836, 1.0198, 4.4903], [-0.1160, 1.3443, 3.7940], [-0.9406, 0.3232, 3.2486], [-0.8536, -1.0646, 3.6050], [-2.0291, -1.9585, 3.2615], [-1.8268, -3.3546, 3.2006], [-2.8455, -4.2043, 2.7710], [-4.0922, -3.6746, 2.4079], [-4.3204, -2.2965, 2.5074], [-3.2919, -1.4491, 2.9318], [0.1536, -1.6122, 4.1122], [-0.4556, 2.7296, 3.6741], [0.3537, 3.7105, 4.2342], [2.1568, 4.1213, 5.3687], [2.7794, 1.6981, 5.5917], [1.3431, -0.0314, 4.5878], [-1.6947, 0.6210, 2.5188], [-0.8472, -3.7695, 3.4494], [-2.6500, -5.2781, 2.7123], [-4.8826, -4.3371, 2.0622], [-5.2880, -1.8647, 2.2468], [-3.4361, -0.3712, 2.9987], [-1.3769, 2.9877, 3.1447], [0.0747, 4.7643, 4.1388], [3.8848, 4.8868, -1.8944], [2.5206, 4.7861, -1.3770], [1.5603, 5.6933, -1.8956], [1.2580, 5.7326, -3.2658], [0.2652, 6.5994, -3.7279], [-0.3510, 7.4959, -2.8500], [-0.0221, 7.4830, -1.4901], [0.9162, 6.5754, -1.0083], [2.1245, 3.5367, -0.8490], [2.3769, 3.2333, 0.5050], [1.9748, 2.0256, 1.0295], [1.3772, 1.0241, 0.2117], [0.9874, -0.2222, 0.7659], [0.8541, -1.4321, 0.0318], [-0.0444, -2.4431, 0.4696], [-0.2461, -3.5948, -0.2590], [0.5758, -3.8833, -1.3682], [0.3152, -4.9801, -2.1857], [1.3549, -5.3726, -3.1403], [-1.0213, -5.2379, -2.6013], [-1.3986, -4.9166, -3.9189], [-2.7084, -5.1276, -4.3446], [-3.6316, -5.7460, -3.4929], [-3.2634, -6.0601, -2.1785], [-1.9703, -5.7890, -1.7251], [1.6187, -2.9842, -1.6922], [1.6713, -1.7385, -1.0958], [1.1860, 1.3329, -1.1662], [1.5167, 2.5722, -1.6707], [4.5521, 4.2966, -1.2567], [3.9349, 4.5174, -2.9286], [4.1934, 5.9386, -1.8787], [1.7772, 5.0546, -3.9493], [-0.0258, 6.5712, -4.7777], [-1.1136, 8.1804, -3.2175], [-0.4979, 8.1707, -0.7924], [1.1921, 6.5239, 0.0477], [2.8453, 3.9996, 1.1269], [2.1445, 1.7967, 2.0820], [0.8625, -0.2851, 1.8480], [-0.5933, -2.2680, 1.3926], [-1.0282, -4.2892, 0.0307], [1.1319, -6.3798, -3.5074], [1.3803, -4.6864, -3.9965], [2.3330, -5.3804, -2.6486], [-0.6668, -4.4630, -4.5915], [-2.9992, -4.8124, -5.3466], [-4.6429, -5.9556, -3.8490], [-3.9802, -6.5226, -1.4993], [-1.6793, -6.0167, -0.7000], [2.3443, -3.2422, -2.4635], [2.3896, -0.9975, -1.4466], [0.7538, 0.5761, -1.8189], [1.3089, 2.8137, -2.7138]],
  "e_tot_ev": -48125.7906,
  "homo_energy_ev": -5.888,
  "lumo_energy_ev": -2.0048,
  "gap_ev": 3.9,
  "mol_weight_g_mol": 572.8,
  "spin_multiplicity": 1
}

=====

# 2
{
  "formula": "C41H37BF3N11O4RuS",
  "method": "wB97M-V/def2-TZVPD",
  "elements": ["Ru", "S", "N", "C", "C", "C", "C", "C", "N", "C", "C", "N", "C", "C", "C", "C", "C", "N", "H", "H", "H", "H", "H", "H", "F", "C", "F", "F", "C", "C", "N", "C", "C", "N", "C", "N", "N", "N", "C", "C", "C", "C", "C", "C", "H", "H", "H", "H", "H", "H", "H", "H", "H", "H", "H", "O", "C", "N", "C", "O", "C", "C", "C", "C", "N", "C", "H", "H", "H", "H", "H", "H", "H", "H", "C", "C", "C", "C", "C", "C", "C", "C", "O", "B", "O", "C", "C", "H", "H", "H", "H", "H", "H", "H", "H", "H", "H", "H", "H"],
  "positions_angstrom": [[0.8352, -0.4062, 0.2522], [-2.1027, 6.9570, -0.5481], [-0.7942, 6.2575, -1.1770], [-0.7884, 5.0071, -0.7484], [0.2148, 4.0087, -1.0701], [1.3036, 4.2695, -1.9015], [2.1920, 3.2530, -2.1671], [1.9879, 2.0193, -1.5582], [0.9716, 1.7642, -0.7382], [0.0694, 2.7342, -0.5148], [-1.0795, 2.4021, 0.3436], [-1.1615, 1.1445, 0.8108], [-2.1784, 0.8264, 1.5981], [-3.1817, 1.7267, 1.9547], [-3.1171, 3.0108, 1.4697], [-2.0454, 3.3643, 0.6502], [-1.8848, 4.6952, 0.0926], [-2.7029, 5.7156, 0.2855], [1.4253, 5.2584, -2.3239], [3.0394, 3.3977, -2.8239], [2.6813, 1.2085, -1.7443], [-2.2066, -0.1937, 1.9592], [-3.9909, 1.4061, 2.5948], [-3.8711, 3.7499, 1.7066], [0.5669, -3.4168, 0.1450], [1.4071, -2.3524, -0.0222], [2.5144, -2.7094, 0.6881], [1.7739, -2.4262, -1.3416], [3.2469, 1.9913, 1.9051], [3.8086, 1.0453, 0.9054], [3.1628, 0.0560, 0.3149], [4.0667, -0.5254, -0.5631], [5.2462, 0.1300, -0.4980], [5.0831, 1.1259, 0.4417], [6.0082, 2.2220, 0.6553], [5.6300, 3.4145, -0.0533], [5.0798, 4.4447, 0.6449], [4.6933, 5.3515, -0.1595], [4.9702, 4.9374, -1.4479], [4.7446, 5.5778, -2.6690], [5.1177, 4.9029, -3.8076], [5.7159, 3.6258, -3.7412], [5.9608, 2.9935, -2.5428], [5.5689, 3.6809, -1.3906], [2.1895, 2.1145, 1.7035], [3.7143, 2.9716, 1.8447], [3.3694, 1.6096, 2.9209], [3.8092, -1.3691, -1.1739], [6.1842, -0.0351, -0.9994], [6.9950, 1.8908, 0.3380], [6.0463, 2.4904, 1.7086], [4.2983, 6.5625, -2.7022], [4.9629, 5.3569, -4.7766], [5.9946, 3.1326, -4.6627], [6.4242, 2.0167, -2.5100], [-1.1038, -6.4942, 3.2616], [-0.7218, -5.7767, 4.4100], [-0.4845, -4.4325, 3.9275], [-0.0355, -3.4740, 4.7582], [0.1848, -3.6676, 5.9399], [0.1773, -2.1101, 4.1592], [0.1472, -1.0090, 4.9983], [0.3010, 0.2503, 4.4459], [0.5035, 0.3622, 3.0851], [0.5956, -0.7017, 2.2757], [0.4211, -1.9172, 2.8110], [-1.2935, -7.4048, 3.5052], [0.1956, -6.1633, 4.8610], [-1.5090, -5.7690, 5.1705], [-0.7875, -4.2423, 2.9852], [-0.0125, -1.1617, 6.0576], [0.2500, 1.1446, 5.0507], [0.5573, 1.3276, 2.6116], [0.4786, -2.7521, 2.1380], [-5.8468, -5.1258, -2.9642], [-5.7400, -3.5945, -2.9493], [-7.0978, -2.9907, -2.5649], [-5.3905, -3.1231, -4.3612], [-4.6853, -3.1713, -1.9243], [-4.8693, -3.5053, -0.5776], [-3.9548, -3.1681, 0.4156], [-2.8361, -2.4802, 0.0098], [-1.7706, -2.0217, 0.7677], [-0.9143, -1.3937, -0.1424], [-1.4439, -1.4517, -1.4305], [-2.6352, -2.1398, -1.3102], [-3.5378, -2.4671, -2.2969], [-6.6048, -5.4409, -3.6841], [-6.1278, -5.5197, -1.9871], [-4.8947, -5.5768, -3.2495], [-7.8510, -3.2676, -3.3051], [-7.0400, -1.9012, -2.5268], [-7.4398, -3.3464, -1.5926], [-6.1717, -3.4420, -5.0523], [-4.4480, -3.5507, -4.7083], [-5.3232, -2.0347, -4.4164], [-5.7552, -4.0543, -0.2871], [-4.1121, -3.4431, 1.4499], [-3.3422, -2.1853, -3.3210]],
  "e_tot_ev": -89943.2518,
  "homo_energy_ev": [-10.366, -10.394],
  "lumo_energy_ev": [-3.2437, -3.3116],
  "charge": 1,
  "s2": 0.754,
  "gap_ev": [7.1, 7.1],
  "mol_weight_g_mol": 948.8,
  "spin_multiplicity": 2
}

=====

# 3
{
  "formula": "C41H37Cl3N10ReS",
  "method": "wB97M-V/def2-TZVPD",
  "elements": ["Re", "C", "C", "C", "C", "C", "C", "C", "C", "C", "C", "N", "C", "C", "C", "C", "C", "N", "H", "H", "H", "H", "H", "H", "H", "H", "H", "H", "H", "H", "H", "H", "H", "H", "H", "C", "C", "C", "C", "C", "C", "N", "N", "C", "C", "C", "C", "C", "N", "H", "H", "H", "H", "H", "H", "H", "H", "H", "S", "C", "N", "N", "C", "C", "C", "C", "C", "C", "N", "N", "C", "C", "C", "C", "C", "C", "H", "H", "H", "H", "H", "H", "H", "H", "H", "H", "H", "Cl", "C", "Cl", "Cl", "C", "N"],
  "positions_angstrom": [[0.7001, 0.3536, -1.3538], [-2.6028, -1.2262, 2.6269], [-2.5182, -2.2292, 1.4741], [-1.6418, -3.4037, 1.8153], [-2.2213, -4.5760, 2.2734], [-1.4400, -5.6701, 2.6139], [-0.0683, -5.5866, 2.4844], [0.5605, -4.4237, 2.0383], [2.0670, -4.4792, 1.8900], [2.8111, -4.4455, 3.2263], [-0.2428, -3.3139, 1.7204], [0.3262, -2.1379, 1.1556], [1.3188, -1.6026, 1.7456], [2.2496, -0.6447, 1.1708], [3.4804, -0.4191, 1.7390], [4.2702, 0.3021, 0.8122], [3.4919, 0.4900, -0.2898], [2.2319, -0.0584, -0.1089], [-3.2244, -0.3658, 2.3576], [-1.5980, -0.8919, 2.9083], [-3.0434, -1.6942, 3.5083], [-2.1372, -1.7355, 0.5771], [-3.5216, -2.5874, 1.2382], [-3.3003, -4.6341, 2.3551], [-1.9010, -6.5841, 2.9631], [0.5453, -6.4477, 2.7235], [2.4350, -3.6786, 1.2458], [2.3166, -5.4166, 1.3851], [2.6160, -3.5225, 3.7750], [3.8872, -4.5318, 3.0757], [2.4942, -5.2692, 3.8660], [1.6167, -1.9231, 2.7481], [3.7844, -0.7745, 2.7115], [5.2838, 0.6422, 0.9421], [3.7410, 1.0082, -1.1974], [-3.2318, 3.1135, -4.3590], [-3.8759, 2.0929, -3.6665], [-3.1440, 1.0677, -3.0960], [-1.7592, 1.0947, -3.2138], [-1.1009, 2.1132, -3.8867], [-1.8493, 3.1211, -4.4747], [-0.9684, 0.0320, -2.6671], [-1.4345, -1.1135, -2.8531], [-0.6317, -2.1254, -2.3388], [-1.0045, -3.4459, -2.5173], [-0.1347, -4.4312, -2.0840], [1.0750, -4.0520, -1.5227], [1.3612, -2.7091, -1.3542], [0.5096, -1.7509, -1.7353], [-3.8147, 3.9038, -4.8124], [-4.9536, 2.0948, -3.5778], [-3.6293, 0.2619, -2.5624], [-0.0225, 2.0994, -3.9834], [-1.3499, 3.9086, -5.0223], [-1.9462, -3.6638, -3.0001], [-0.3876, -5.4763, -2.1980], [1.7968, -4.7862, -1.1948], [2.2803, -2.3793, -0.8916], [-0.8475, 0.5942, 0.3309], [-0.4569, 2.2019, 0.7588], [-0.9170, 2.8561, 1.8726], [-1.5513, 2.1932, 2.7223], [-2.0957, 2.7554, 3.8973], [-2.0054, 4.1229, 4.1424], [-2.5524, 4.6073, 5.3139], [-3.1740, 3.7429, 6.2124], [-3.2549, 2.3823, 5.9486], [-2.7126, 1.8758, 4.7808], [0.2654, 2.9768, -0.0307], [0.7673, 2.3931, -1.0844], [1.2719, 3.3845, -2.0056], [2.5353, 3.2744, -2.5682], [2.9737, 4.2353, -3.4667], [2.1531, 5.3030, -3.8031], [0.8972, 5.4177, -3.2222], [0.4555, 4.4645, -2.3198], [-1.6957, 1.1815, 2.5885], [-1.5201, 4.7778, 3.4333], [-2.4974, 5.6647, 5.5315], [-3.5988, 4.1371, 7.1255], [-3.7382, 1.7176, 6.6504], [-2.7647, 0.8161, 4.5591], [3.2004, 2.4808, -2.2690], [3.9680, 4.1611, -3.8869], [2.4978, 6.0517, -4.5033], [0.2596, 6.2563, -3.4681], [-0.5245, 4.5478, -1.8699], [3.8558, -1.3470, -5.5992], [3.6063, 0.3180, -5.0926], [5.1217, 1.0717, -4.5928], [2.8009, 1.2652, -6.3427], [2.7149, 0.3121, -3.9242], [2.0115, 0.3143, -3.0232]],
  "e_tot_ev": -108535.6885,
  "homo_energy_ev": [-12.452, -12.448],
  "lumo_energy_ev": [-7.6683, -7.2264],
  "charge": 2,
  "s2": 0.942,
  "gap_ev": [4.8, 5.2],
  "mol_weight_g_mol": 994.4,
  "spin_multiplicity": 2
}